[1]
11
Properties=species:S:1:pos:R:3 method="wB97M-V/def2-TZVPD" homo_energy_ev=-8.872 lumo_ev=0.43 gap_ev=9.30 largest_force_ev_per_a=2.84 e_above_lowest_kcal_mol=27.1
C -0.396 1.725 -0.674
C 1.562 -1.644 0.529
H -2.168 0.762 -0.945
H -2.318 2.441 -0.516
H -0.039 2.724 -0.414
H 0.398 -3.068 1.925
H 1.506 -0.826 -0.206
N -1.731 1.645 -0.712
O 2.590 -2.149 0.885
S 0.649 0.498 -0.974
S -0.054 -2.107 1.102

[2]
78
Properties=species:S:1:pos:R:3 method="wB97M-V/def2-TZVPD" homo_energy_ev="-13.886 / -14.121" total_charge=+2 lumo_ev="-5.85 / -7.90" gap_ev="8.04 / 6.22" largest_force_ev_per_a=0.87 multiplicity=5 e_above_lowest_kcal_mol=20.6
Os -0.039 0.442 -0.011
C 2.105 -0.500 -2.784
N 3.209 -0.007 -2.001
C 4.372 0.540 -2.684
C 5.285 0.935 -1.522
N 4.397 0.859 -0.360
C 4.730 1.633 0.825
C 3.217 0.308 -0.694
N 2.213 0.052 0.140
C 2.518 0.087 1.565
C 1.377 -0.534 2.343
N 0.079 0.078 1.965
C -1.014 -0.152 2.757
N -2.177 0.477 2.579
C -2.512 1.553 1.681
C -3.211 -0.020 3.483
C -2.432 -0.946 4.408
N -1.117 -1.049 3.760
C -0.136 -1.850 4.486
H 2.513 -1.021 -3.652
H 1.473 0.314 -3.143
H 1.523 -1.216 -2.213
H 4.086 1.392 -3.307
H 4.818 -0.223 -3.323
H 5.665 1.952 -1.624
H 6.132 0.257 -1.400
H 5.683 2.118 0.629
H 4.857 1.014 1.711
H 3.992 2.413 1.013
H 2.686 1.097 1.942
H 3.413 -0.506 1.786
H 1.566 -0.382 3.404
H 1.336 -1.605 2.132
H -1.609 2.056 1.357
H -3.090 2.299 2.231
H -3.096 1.203 0.829
H -3.987 -0.536 2.914
H -3.666 0.820 4.010
H -2.875 -1.939 4.477
H -2.317 -0.544 5.417
H -0.707 -2.526 5.121
H 0.493 -1.234 5.128
H 0.471 -2.456 3.826
C -1.878 -4.582 -5.773
C -1.893 -3.503 -4.734
C -2.264 -3.775 -3.420
C -2.309 -2.769 -2.467
C -1.977 -1.477 -2.847
C -1.613 -1.168 -4.154
C -1.563 -2.190 -5.081
S -2.151 -0.185 -1.706
O -3.321 0.582 -1.929
O -0.849 0.666 -1.832
O -1.961 -0.727 -0.324
H -2.010 -5.566 -5.330
H -0.941 -4.572 -6.329
H -2.683 -4.424 -6.492
H -2.536 -4.784 -3.142
H -2.619 -2.979 -1.454
H -1.380 -0.154 -4.442
H -1.278 -1.967 -6.100
F 1.588 2.738 0.900
C 0.779 2.433 -0.155
F 1.545 2.407 -1.287
C -0.165 3.669 -0.349
F 0.534 4.692 -0.829
F -1.161 3.401 -1.182
F -0.692 4.050 0.820
C -0.965 -3.379 1.070
C 0.044 -3.139 -0.005
C 0.630 -4.324 -0.705
O 0.402 -2.016 -0.332
H -1.683 -4.135 0.751
H -1.479 -2.466 1.354
H -0.444 -3.808 1.931
H 0.440 -5.255 -0.179
H 1.699 -4.176 -0.846
H 0.173 -4.382 -1.696

[3]
64
Properties=species:S:1:pos:R:3 method="wB97M-V/def2-TZVPD" homo_energy_ev="-18.251 / -18.251" total_charge=+4 lumo_ev="-12.74 / -12.74" gap_ev="5.51 / 5.51" largest_force_ev_per_a=1.17 e_above_lowest_kcal_mol=11.6
Ta -1.226 0.697 0.223
C -5.855 0.740 0.275
N -5.161 1.115 1.526
C -5.977 1.507 2.700
C -3.878 1.079 1.602
O -3.135 0.731 0.579
C -3.125 1.435 2.876
O -1.762 1.393 2.475
C -0.894 2.327 3.129
C 0.229 2.536 2.153
O 0.149 1.847 1.043
N 1.207 3.337 2.382
C 1.323 4.138 3.617
C 2.297 3.561 1.412
H -6.837 1.202 0.282
H -5.961 -0.343 0.232
H -5.288 1.099 -0.577
H -7.007 1.225 2.511
H -5.928 2.586 2.843
H -5.636 0.985 3.592
H -3.320 0.696 3.658
H -3.400 2.421 3.254
H -0.541 1.909 4.075
H -1.416 3.268 3.315
H 0.584 3.857 4.361
H 1.206 5.192 3.367
H 2.317 3.985 4.033
H 2.130 2.991 0.507
H 3.238 3.270 1.874
H 2.334 4.624 1.179
C 1.368 -4.169 2.792
O 0.977 -3.578 1.515
C 1.834 -3.506 0.554
C 3.205 -3.800 0.666
C 4.000 -3.736 -0.445
C 3.503 -3.379 -1.747
C 2.200 -3.095 -1.909
C 1.311 -3.132 -0.767
N 0.019 -2.993 -0.861
N -0.636 -3.059 -1.934
C -1.371 -2.333 -2.684
C -1.498 -0.866 -2.564
O -1.166 -0.257 -1.421
C -1.979 -0.156 -3.612
C -2.439 -0.807 -4.786
C -2.493 -2.186 -4.910
C -3.054 -2.789 -6.064
C -3.172 -4.158 -6.136
C -2.732 -4.934 -5.066
C -2.151 -4.361 -3.924
C -2.023 -2.997 -3.838
H 2.114 -3.546 3.280
H 0.460 -4.202 3.381
H 1.749 -5.173 2.621
H 3.628 -4.099 1.613
H 5.052 -3.979 -0.347
H 4.185 -3.365 -2.587
H 1.792 -2.848 -2.880
H -2.033 0.922 -3.534
H -2.799 -0.193 -5.605
H -3.389 -2.159 -6.879
H -3.602 -4.629 -7.009
H -2.839 -6.011 -5.112
H -1.817 -5.003 -3.119